DFT (ωB97M-V/def2-TZVPD) results for a cluster of 3 separate species, C6H16N in total.

Properties
Energy: -7957.2626 eV
HOMO-LUMO gap: 8.942 eV
E_LUMO: -5.23 eV
Strongest force on any atom: 6.874 eV/A
Total charge: +1

The geometry in XYZ format:
```
23
Properties=species:S:1:pos:R:3:lowdin_charge:R:1
C 0.06 -0.62 1.99 -0.07
C -0.46 0.18 0.74 -0.14
C -0.93 -0.59 -0.47 -0.12
C 0.61 -1.18 -0.59 -0.20
C 1.49 -0.19 -1.30 -0.36
C 0.95 0.70 -2.33 -0.11
N -1.99 1.18 1.71 0.00
H -0.62 -1.33 2.55 0.13
H 1.03 -1.04 1.84 0.06
H 0.27 0.01 2.90 0.10
H 0.26 0.89 0.50 0.11
H -1.91 -1.70 -0.37 0.26
H -1.42 0.23 -0.95 0.07
H 0.52 -2.30 -1.24 0.20
H 1.30 -1.53 0.24 0.11
H 2.11 0.29 -0.60 0.09
H 2.43 -0.75 -1.73 0.16
H 0.04 1.15 -1.97 0.04
H 0.45 0.07 -3.21 0.14
H 1.74 1.40 -2.67 0.10
H -1.13 1.45 2.33 0.09
H -1.84 1.86 0.72 0.17
H -2.94 1.81 1.91 0.18
```